(1)
This record from OMol25 describes a 2-piece molecular cluster, C3H2O3 overall in a non-equilibrium geometry. The level of theory is ωB97M-V/def2-TZVPD.

Calculated values
Charge: 0
2S+1: 1
Gap between HOMO and LUMO: 9.3 eV
Energy above the lowest of the compared OMol25 structures with the same formula, charge and spin: 3.3332 eV
HOMO: -9.23 eV

Geometry (Å):
O1 -2.307 0.246 0.977
C1 -1.251 0.817 0.792
C2 -0.139 0.174 0.069
O2 -0.119 0.431 -1.196
C3 1.839 -1.343 -0.581
O3 2.320 -2.012 0.201
H1 -0.989 1.772 1.297
H2 0.644 -0.085 -1.559

(2)
This record from OMol25 describes a single C3H2O3 molecule. The level of theory is ωB97M-V/def2-TZVPD.

Calculated values
Charge: 0
2S+1: 1
Gap between HOMO and LUMO: 9.0 eV
Energy above the lowest of the compared OMol25 structures with the same formula, charge and spin: 3.4163 eV
HOMO: -9.77 eV

Geometry (Å):
O1 1.557 1.706 -1.334
C1 1.510 0.741 -0.606
C2 0.343 0.517 0.294
O2 -0.371 -0.475 -0.180
C3 -1.507 -0.779 0.625
O3 -2.125 -1.767 0.436
H1 2.354 0.024 -0.502
H2 -1.652 0.015 1.371

(3)
This record from OMol25 describes a single C3H2O3 molecule in a non-equilibrium geometry. The level of theory is ωB97M-V/def2-TZVPD.

Calculated values
Structure (SMILES): O=c1occo1
Charge: 0
2S+1: 1
Gap between HOMO and LUMO: 10.7 eV
Energy above the lowest of the compared OMol25 structures with the same formula, charge and spin: 0.6293 eV
HOMO: -9.90 eV

Geometry (Å):
O1 0.809 -0.033 -2.393
C1 0.332 -0.036 -1.266
O2 -0.377 -1.020 -0.645
C2 -0.455 -0.589 0.734
C3 0.048 0.598 0.829
O3 0.525 0.974 -0.350
H1 -0.918 -1.201 1.458
H2 0.035 1.308 1.632

(4)
This record from OMol25 describes C3H2O3Pb as an isolated structure in a non-equilibrium geometry. The level of theory is ωB97M-V/def2-TZVPD.

Calculated values
Charge: -1
2S+1: 2
Gap between HOMO and LUMO (spin up / spin down): 4.7 / 4.5 eV
Energy above the lowest of the compared OMol25 structures with the same formula, charge and spin: 2.5193 eV
⟨S²⟩: 0.755
HOMO (spin up / spin down): -1.40 / -1.27 eV

Geometry (Å):
O1 1.539 -0.439 0.172
O2 -0.589 -0.549 -0.249
O3 0.223 -1.697 1.489
C1 1.355 0.650 -0.782
C2 -0.110 0.635 -0.927
C3 0.406 -1.037 0.480
H1 -0.780 1.493 -0.148
Pb1 -1.544 0.311 1.923
H2 -0.501 0.633 -1.958

(5)
This record from OMol25 describes C3H2O3Tm as an isolated structure in a non-equilibrium geometry. The level of theory is ωB97M-V/def2-TZVPD.

Calculated values
Charge: +3
2S+1: 3
Gap between HOMO and LUMO (spin up / spin down): 9.7 / 7.3 eV
Energy above the lowest of the compared OMol25 structures with the same formula, charge and spin: 0.0000 eV
⟨S²⟩: 2.012
HOMO (spin up / spin down): -23.24 / -22.27 eV

Geometry (Å):
C1 0.571 -2.073 -0.643
C2 1.274 -1.054 -1.040
O1 1.340 0.143 -0.976
C3 -0.783 1.027 0.656
O2 -1.279 -0.006 0.898
O3 -0.698 2.195 0.816
H1 0.758 -3.096 -0.960
Tm1 -0.824 4.494 1.191
H2 -0.358 -1.632 0.060

(6)
This record from OMol25 describes a 2-piece molecular cluster, C3H2O4 overall in a non-equilibrium geometry. The level of theory is ωB97M-V/def2-TZVPD.

Calculated values
Structure (SMILES): O=CC=O.O=C=O
Charge: 0
2S+1: 1
Gap between HOMO and LUMO: 9.3 eV
Energy above the lowest of the compared OMol25 structures with the same formula, charge and spin: 0.5713 eV
HOMO: -10.52 eV

Geometry (Å):
O1 0.059 -1.711 1.023
C1 -0.135 -0.867 0.158
C2 -0.497 0.600 0.418
O2 -1.168 1.234 -0.432
H1 -0.211 -1.083 -0.885
H2 -0.143 0.959 1.418
O3 -3.912 0.141 -1.186
C3 -3.910 -0.047 -0.037
O4 -3.877 -0.157 1.119